This record from the OMol25 dataset describes a molecular structure, C19H24N7O9SV. The level of theory is ωB97M-V/def2-TZVPD.

Structure (XYZ):
```
61
Properties=species:S:1:pos:R:3:lowdin_spin:R:1
V 0.0561 -0.6990 0.2893 2.681
C -0.5228 4.7434 1.5480 0.000
N -1.4790 3.6538 1.4078 0.000
C -2.3025 3.3377 2.5731 0.000
C -1.4136 2.8528 0.3112 0.000
O -0.7692 3.1173 -0.6905 0.000
C -2.2876 1.6006 0.3612 0.002
O -1.8080 0.5302 -0.4365 0.017
C -1.7200 0.8288 -1.8412 0.003
C -0.3111 0.5762 -2.3039 0.014
O 0.5211 0.0548 -1.5499 0.020
N 0.0114 0.9604 -3.5358 0.009
C 1.3213 0.5888 -4.0574 0.001
C -1.0394 1.2974 -4.4922 0.001
H -1.0460 5.6841 1.7326 0.000
H 0.0520 4.8230 0.6337 0.000
H 0.1538 4.5285 2.3751 0.000
H -2.4565 4.2541 3.1414 0.000
H -1.8323 2.6108 3.2405 0.000
H -3.2874 2.9802 2.2807 0.000
H -3.2953 1.8797 0.0396 0.000
H -2.3529 1.1923 1.3628 0.000
H -1.9743 1.8664 -2.0178 0.000
H -2.3813 0.1591 -2.3823 0.000
H 2.0264 0.4817 -3.2425 0.000
H 1.6615 1.3694 -4.7358 0.000
H 1.2672 -0.3618 -4.5938 0.000
H -1.6398 2.1415 -4.1515 0.000
H -1.6959 0.4453 -4.6910 0.000
H -0.5641 1.5892 -5.4260 0.000
O -0.8765 1.4613 5.5939 0.000
C -1.4959 0.2976 5.4700 0.000
O -2.2269 -0.1378 6.3299 0.001
C -1.2532 -0.4573 4.2077 0.006
C -1.6885 -1.7422 3.9723 0.021
N -1.3311 -2.0742 2.7268 0.013
N -0.6506 -1.0808 2.1425 0.008
C -0.5896 -0.0935 3.0231 0.035
C 0.1918 1.1191 2.5738 0.012
O 0.3929 2.0280 3.3996 0.014
O 0.5496 1.0895 1.3617 0.015
H -0.3215 1.6846 4.7787 0.000
H -2.2319 -2.4159 4.6167 0.001
H -1.1825 -2.9885 2.2473 0.000
S 4.4575 -2.2740 -0.2101 0.046
C 2.9137 -1.8288 0.2070 0.054
N 1.8290 -1.5114 0.4981 -0.005
C -0.5805 -4.0604 -4.1651 0.000
N -0.4196 -3.9816 -2.7203 0.000
C 0.1515 -5.0300 -2.0395 0.001
C 0.2415 -5.0315 -0.7121 0.000
C -0.3049 -3.8900 0.0042 0.003
O -0.4746 -3.9710 1.2324 0.005
N -0.6418 -2.7474 -0.6903 0.013
C -0.7960 -2.8122 -2.0524 0.003
O -1.2366 -1.8814 -2.7455 0.003
H -0.7627 -5.0968 -4.4469 0.000
H 0.3067 -3.7008 -4.6912 0.000
H -1.4192 -3.4477 -4.4666 0.000
H 0.5068 -5.8458 -2.6545 0.000
H 0.6704 -5.8490 -0.1537 0.000
```

Its HOMO energy (spin up / spin down) is -3.675 / -4.868 eV. As for the total charge: -1. Its gap between HOMO and LUMO (spin up / spin down) is 0.2231 / 0.2669 Eh. As for the energy relative to the best compared isomer or geometry (same formula, charge and spin): 0.0 kJ/mol. As for the spin multiplicity: 4.